C3H13NO2S | wB97M-V/def2-TZVPD

Last column: natural (NBO) charge in e.
Element x y z (Å)
1 C -2.180 -0.511 -0.180  -0.425
2 N -1.103 -0.676 -1.171  -0.615
3 C -0.503 0.554 -1.696  -0.236
4 C 0.279 1.380 -0.640  -0.510
5 S -0.023 3.203 -1.044  -0.097
6 H -2.257 -1.495 0.318  0.211
7 H -3.104 -0.477 -0.716  0.192
8 H -2.014 0.333 0.538  0.166
9 H -0.441 -1.248 -0.654  0.348
10 H 0.171 0.249 -2.484  0.201
11 H -1.305 1.164 -2.105  0.195
12 H -0.195 1.328 0.342  0.222
13 H 1.326 1.185 -0.858  0.229
14 H 0.394 3.646 0.149  0.118
15 O 4.049 -0.248 0.831  -0.953
16 H 3.502 -0.943 1.186  0.474
17 H 4.057 0.556 1.367  0.480
18 O -0.507 -2.514 2.235  -0.970
19 H 0.231 -2.055 2.637  0.483
20 H -0.379 -3.431 1.943  0.489

Force components x, y, z for each atom (eV/Å):
0.60 -0.66 -0.09
0.02 -0.19 0.78
-0.37 -0.44 1.11
-1.04 1.36 -1.64
0.29 -0.67 0.18
0.21 0.75 0.35
-0.83 0.86 -0.21
-0.45 -0.71 -0.43
0.55 0.24 -0.61
0.14 0.16 -0.36
-0.10 -0.07 -0.19
0.86 -0.68 0.00
0.11 -0.08 1.21
0.03 0.13 -0.07
0.62 0.41 -0.72
-0.25 0.23 0.55
-0.38 -0.63 0.15
-1.16 0.04 -0.48
0.43 -0.80 -0.10
0.74 0.75 0.54

## Properties
frontier orbital gap	8.9	eV
E_HOMO	-0.320	Eh
total energy	-725.46680	a.u.
relative energy (zero: lowest compared OMol25 entry of this formula, charge and spin)	143.3	kJ/mol
SMILES	CNCCS.O.O
strongest force on any atom	2.37	eV/Å
spin multiplicity	1

***

C3H13NO2S | wB97M-V/def2-TZVPD

Last column: natural (NBO) charge in e.
Element x y z (Å)
1 C -0.836 -1.844 1.588  -0.598
2 C -0.194 -0.430 1.121  -0.110
3 C -1.169 0.623 0.818  -0.521
4 S -0.210 2.105 0.216  0.549
5 N 0.781 0.025 2.215  -0.728
6 H -1.775 -1.993 1.021  0.236
7 H -0.087 -2.649 1.509  0.247
8 H -1.068 -1.913 2.634  0.223
9 H 0.445 -0.709 0.263  0.230
10 H -1.859 1.035 1.611  0.285
11 H -1.672 0.232 -0.052  0.271
12 H -1.132 2.473 -0.637  0.146
13 H 1.609 -0.550 2.073  0.384
14 H 0.335 -0.277 3.092  0.378
15 H 0.872 -0.280 -2.943  0.473
16 H 0.846 -1.345 -4.053  0.478
17 O 0.275 -1.006 -3.362  -0.952
18 H 1.972 2.690 -2.818  0.491
19 H 1.399 1.908 -1.676  0.446
20 O 1.467 1.904 -2.621  -0.929

Force components x, y, z for each atom (eV/Å):
0.07 0.89 -0.86
2.57 -2.13 2.81
-0.47 1.36 -0.52
0.24 -1.35 1.12
-1.70 -1.14 -1.16
0.70 -0.43 0.14
-0.39 0.37 -0.79
-0.41 0.73 0.64
-0.59 0.56 0.01
0.73 -0.85 -0.62
-0.96 0.46 -0.33
-0.80 0.61 -0.71
0.21 0.32 0.42
0.61 0.55 -0.15
-1.56 -1.70 -1.28
0.03 -0.22 -0.27
1.55 2.03 1.54
0.29 0.33 -0.33
0.23 -0.04 0.75
-0.35 -0.35 -0.41

## Properties
frontier orbital gap (alpha / beta)	10.3 / 4.8	eV
E_HOMO (alpha / beta)	-0.513 / -0.513	Eh
charge	+1
total energy	-725.15211	a.u.
relative energy (zero: lowest compared OMol25 entry of this formula, charge and spin)	83.4	kJ/mol
strongest force on any atom	4.37	eV/Å
<S²>	0.755
spin multiplicity	2

***

C3H13NO2S | wB97M-V/def2-TZVPD

Last column: natural (NBO) charge in e.
Element x y z (Å)
1 C -2.982 -1.188 -0.253  -0.231
2 C -2.745 0.173 -0.919  -0.480
3 C -1.664 1.048 -0.217  -0.536
4 S -1.006 2.254 -1.457  0.593
5 N -1.854 -2.202 -0.243  -0.723
6 H -3.786 -1.619 -0.766  0.232
7 H -3.243 -1.103 0.810  0.224
8 H -2.751 0.125 -2.054  0.247
9 H -3.794 0.687 -0.963  0.265
10 H -0.696 0.414 0.236  0.291
11 H -2.028 1.759 0.506  0.257
12 H -0.594 1.205 -2.211  0.152
13 H -1.048 -1.922 0.203  0.353
14 H -1.529 -2.362 -1.166  0.355
15 H 4.327 2.614 0.297  0.469
16 H 2.920 2.669 0.635  0.449
17 O 3.685 2.167 0.858  -0.918
18 H 6.378 -1.036 1.723  0.460
19 H 6.382 -2.280 2.489  0.465
20 O 6.029 -1.401 2.490  -0.925

Force components x, y, z for each atom (eV/Å):
2.87 -1.25 1.44
-2.39 1.41 -1.29
2.15 -0.41 -0.26
-0.24 -1.74 0.38
-3.07 1.25 -1.32
-1.22 -0.75 -0.68
-0.16 0.43 -0.33
1.30 -0.48 1.09
1.75 -0.32 1.03
-2.55 1.50 -1.25
-0.34 -0.42 0.74
0.18 0.52 -0.30
1.83 0.84 2.03
-0.09 -0.63 -1.28
0.52 -0.24 0.13
-1.20 0.48 0.10
0.68 -0.21 -0.25
0.91 1.27 -2.13
0.23 -0.85 0.23
-1.15 -0.43 1.90

## Properties
frontier orbital gap (alpha / beta)	9.0 / 3.9	eV
E_HOMO (alpha / beta)	-0.484 / -0.484	Eh
charge	+1
total energy	-725.12250	a.u.
relative energy (zero: lowest compared OMol25 entry of this formula, charge and spin)	161.2	kJ/mol
strongest force on any atom	3.57	eV/Å
<S²>	0.755
spin multiplicity	2

***

C3H13NO2S | wB97M-V/def2-TZVPD

Last column: natural (NBO) charge in e.
Element x y z (Å)
1 C -0.555 -2.535 -1.123  -0.424
2 N -0.798 -1.631 -0.038  -0.607
3 C -0.858 -0.152 -0.274  -0.221
4 C -0.758 0.731 1.012  -0.631
5 S -0.010 2.382 0.935  0.627
6 H -0.016 -2.084 -1.959  0.213
7 H -1.580 -2.903 -1.471  0.212
8 H -0.037 -3.419 -0.754  0.221
9 H -1.511 -1.946 0.577  0.387
10 H 0.021 -0.018 -0.869  0.184
11 H -1.630 0.194 -0.979  0.244
12 H -1.715 0.581 1.598  0.292
13 H 0.135 0.179 1.499  0.369
14 H 0.846 1.950 0.045  0.118
15 H 0.982 1.106 -1.868  0.421
16 H 1.561 0.258 -2.933  0.471
17 O 1.154 1.127 -2.862  -0.886
18 H 0.742 -2.025 1.030  0.484
19 H 2.108 -1.986 1.698  0.481
20 O 1.205 -1.732 1.863  -0.953

Force components x, y, z for each atom (eV/Å):
-2.05 -0.93 -0.91
0.28 2.94 0.84
0.59 -1.34 -0.86
0.09 -1.43 0.52
-1.81 -1.20 0.49
-0.07 -0.01 0.21
1.43 0.31 -0.19
0.22 0.04 -0.11
-0.71 -0.32 0.44
0.78 0.34 -0.32
-0.52 -0.12 0.63
1.39 0.95 -0.23
-0.83 0.36 0.18
0.97 -0.01 -0.63
0.30 0.50 -2.17
0.27 -0.11 -0.65
-0.40 -0.34 2.58
0.12 0.48 1.10
0.80 -0.09 0.24
-0.88 -0.02 -1.14

## Properties
frontier orbital gap (alpha / beta)	9.6 / 4.1	eV
E_HOMO (alpha / beta)	-0.501 / -0.483	Eh
charge	+1
total energy	-725.12627	a.u.
relative energy (zero: lowest compared OMol25 entry of this formula, charge and spin)	151.3	kJ/mol
strongest force on any atom	3.07	eV/Å
<S²>	0.754
spin multiplicity	2

***

C3H13NO2S2 | wB97M-V/def2-TZVPD

Last column: natural (NBO) charge in e.
Element x y z (Å)
1 S 3.026 -0.841 0.200  -0.098
2 S -2.868 0.628 -0.511  0.205
3 C -1.128 0.676 -0.963  -0.582
4 C -0.223 1.222 0.160  -0.407
5 C -0.314 0.322 1.391  -0.300
6 N 0.773 0.522 2.332  -0.302
7 H 3.974 -1.796 0.000  0.166
8 H -1.076 1.311 -1.840  0.292
9 H -0.805 -0.346 -1.200  0.259
10 H -0.581 2.222 0.344  0.238
11 H 0.781 1.252 -0.266  0.245
12 H -0.321 -0.724 1.097  0.265
13 H -1.232 0.437 1.980  0.266
14 H 0.860 1.485 2.665  0.397
15 H 1.694 0.261 1.922  0.405
16 H 2.553 -0.131 -1.664  0.446
17 H 2.734 0.133 -3.129  0.479
18 O 2.096 0.267 -2.432  -0.969
19 H -2.668 -1.334 0.226  0.444
20 H -2.836 -2.716 0.738  0.492
21 O -2.138 -2.054 0.622  -0.944

Force components x, y, z for each atom (eV/Å):
0.55 -0.57 0.39
0.31 0.49 -0.29
-0.65 -1.16 1.05
0.09 0.69 -0.94
-0.29 -1.52 1.84
0.68 1.58 -2.91
-0.30 0.28 0.22
0.30 0.16 -0.25
-0.15 0.23 -0.36
0.24 0.50 0.54
0.15 0.08 0.17
0.27 -0.13 -0.18
-0.22 0.48 -0.45
-0.35 -0.21 0.79
-0.36 -0.71 0.91
-0.39 0.31 -0.62
0.09 0.11 -0.62
0.03 -0.13 0.61
0.31 -0.40 0.10
0.39 -0.23 0.14
-0.69 0.16 -0.13

## Properties
frontier orbital gap (alpha / beta)	4.6 / 6.3	eV
E_HOMO (alpha / beta)	-0.484 / -0.481	Eh
charge	+1
total energy	-1123.26467	a.u.
relative energy (zero: lowest compared OMol25 entry of this formula, charge and spin)	293.4	kJ/mol
strongest force on any atom	3.38	eV/Å
<S²>	1.745
spin multiplicity	2

***

C3H13NO3 | wB97M-V/def2-TZVPD

Last column: natural (NBO) charge in e.
Element x y z (Å)
1 C -0.092 0.652 0.794  -0.240
2 N 1.381 0.705 1.114  -0.525
3 C 2.185 -0.302 0.462  -0.401
4 O 2.414 0.588 -2.035  -0.730
5 C -0.548 0.704 -0.630  -0.678
6 H -0.306 -0.358 1.163  0.234
7 H -0.564 1.335 1.501  0.202
8 H 1.820 1.607 0.977  0.349
9 H 1.915 -1.303 0.782  0.199
10 H 2.042 -0.285 -0.687  0.270
11 H 3.234 -0.214 0.750  0.182
12 H -1.336 1.434 -0.859  0.212
13 H 0.234 0.999 -1.329  0.211
14 H -0.896 -0.254 -1.005  0.281
15 H -2.653 -0.940 0.374  0.489
16 H 2.910 0.510 -2.866  0.420
17 O -1.896 -1.833 -0.043  -1.174
18 H -4.182 -0.366 0.879  0.417
19 H -2.410 -2.596 -0.302  0.423
20 O -3.252 -0.083 0.958  -1.139

Force components x, y, z for each atom (eV/Å):
1.09 -1.23 1.80
0.10 -0.25 -1.47
-0.38 -0.03 0.59
-0.23 0.93 -0.20
0.03 0.97 -1.92
-0.57 0.21 -0.02
-0.16 0.13 -0.36
-0.25 0.16 -0.03
-0.56 -0.21 -0.01
0.58 0.01 0.38
0.04 0.41 -0.40
-0.08 -0.20 0.65
0.49 0.08 0.24
-0.14 -0.13 0.43
0.04 0.03 0.59
0.15 -0.61 0.22
0.17 -0.11 -0.21
0.60 0.26 0.10
-0.19 -0.19 -0.02
-0.72 -0.23 -0.35

## Properties
frontier orbital gap (alpha / beta)	7.4 / 4.8	eV
E_HOMO (alpha / beta)	-0.143 / -0.143	Eh
charge	-1
total energy	-402.45235	a.u.
relative energy (zero: lowest compared OMol25 entry of this formula, charge and spin)	184.0	kJ/mol
strongest force on any atom	2.43	eV/Å
<S²>	0.760
spin multiplicity	2

***

C3H13NO3 | wB97M-V/def2-TZVPD

Last column: natural (NBO) charge in e.
Element x y z (Å)
1 C -1.196 -0.205 -1.665  -0.228
2 N -2.146 -0.845 -0.681  -0.672
3 C -2.404 -0.179 0.583  0.004
4 O -1.510 -0.820 1.617  -0.900
5 C 0.222 -0.759 -1.557  -0.807
6 H -1.203 0.872 -1.474  0.175
7 H -1.511 -0.404 -2.681  0.171
8 H -1.564 -1.650 -0.463  0.342
9 H -3.417 -0.453 0.911  0.152
10 H -2.095 0.855 0.655  0.174
11 H -1.568 -1.755 1.364  0.374
12 H 0.942 -0.327 -2.264  0.207
13 H 0.202 -1.825 -1.836  0.181
14 H 0.506 -0.882 -0.509  0.224
15 H 2.397 -1.277 2.758  0.440
16 H 1.996 -2.721 2.154  0.385
17 O 2.693 -2.070 2.302  -1.128
18 H 3.591 4.497 -1.708  0.442
19 H 3.711 4.597 -0.274  0.441
20 O 3.010 4.541 -0.934  -0.978

Force components x, y, z for each atom (eV/Å):
-0.04 0.52 0.89
1.11 0.42 -1.47
1.73 -2.39 1.52
-1.13 0.92 -1.07
-0.44 -1.40 0.13
-0.03 0.01 -0.25
-0.56 0.19 -0.25
-0.84 -0.46 0.29
0.09 0.80 -0.21
-0.53 0.36 -0.41
0.28 -0.22 0.61
-0.03 0.33 0.61
-0.22 0.05 -0.30
0.62 0.90 -0.05
-0.77 -0.19 -0.03
-0.60 0.46 0.23
1.38 -0.28 -0.25
-0.59 -0.10 -0.33
-0.36 -0.04 0.62
0.92 0.14 -0.28

## Properties
frontier orbital gap (alpha / beta)	2.0 / 9.2	eV
E_HOMO (alpha / beta)	0.043 / -0.220	Eh
charge	-1
total energy	-402.47305	a.u.
relative energy (zero: lowest compared OMol25 entry of this formula, charge and spin)	129.6	kJ/mol
strongest force on any atom	3.32	eV/Å
<S²>	0.750
spin multiplicity	2

***

C3H13NO3 | wB97M-V/def2-TZVPD

Last column: natural (NBO) charge in e.
Element x y z (Å)
1 C 0.700 1.347 1.451  -0.237
2 C -0.100 1.709 0.155  -0.434
3 C 0.642 1.316 -1.146  -0.110
4 O 0.013 0.902 -2.283  -0.343
5 N -0.214 0.470 2.231  -0.626
6 H 1.769 0.908 1.116  0.198
7 H 0.931 2.185 2.101  0.217
8 H -0.994 0.986 0.072  0.257
9 H -0.375 2.750 0.251  0.228
10 H 1.303 2.073 -1.478  0.175
11 H 1.287 0.485 -0.747  0.309
12 H 0.609 -1.010 -2.287  0.467
13 H 0.103 0.360 3.253  0.378
14 H -0.318 -0.393 1.629  0.403
15 H 0.124 -1.746 -0.942  0.499
16 H -2.956 -3.307 -1.712  -0.009
17 O 0.734 -1.787 -1.720  -0.925
18 H -2.256 -3.666 -1.756  0.009
19 H -0.825 -2.065 1.112  0.449
20 O -0.177 -1.519 0.699  -0.905

Force components x, y, z for each atom (eV/Å):
-0.14 -1.52 -0.30
-1.56 -2.29 0.68
-0.84 0.79 -2.53
0.32 0.10 2.87
2.47 1.84 1.15
-1.89 0.17 0.63
0.18 0.30 -0.19
0.96 1.45 0.57
-0.43 0.18 -0.71
1.44 0.93 -0.01
0.32 -1.00 0.22
-0.34 -0.05 0.39
-0.54 -0.04 -2.16
-0.49 -1.20 -0.37
0.21 0.35 -0.30
1.31 -0.68 -0.08
0.25 -0.23 -0.14
-1.30 0.69 0.08
-0.93 -0.92 0.53
0.99 1.13 -0.33

## Properties
frontier orbital gap	4.1	eV
E_HOMO	-0.337	Eh
total energy	-402.22730	a.u.
relative energy (zero: lowest compared OMol25 entry of this formula, charge and spin)	927.2	kJ/mol
strongest force on any atom	3.29	eV/Å
spin multiplicity	1

***

C3H13NO3 | wB97M-V/def2-TZVPD

Last column: natural (NBO) charge in e.
Element x y z (Å)
1 N 0.119 -1.649 2.960  -0.841
2 C -0.020 -2.394 1.706  -0.207
3 C 0.007 -1.795 0.198  -0.459
4 C 0.081 -2.835 -0.884  -0.070
5 O 0.945 -2.434 -1.974  -0.701
6 H 1.075 -1.380 3.239  0.369
7 H -0.552 -0.839 2.913  0.363
8 H -1.124 -2.820 1.792  0.174
9 H 0.547 -3.339 1.659  0.187
10 H -0.977 -1.147 0.220  0.180
11 H 0.750 -1.114 -0.134  0.215
12 H 0.691 -3.669 -0.278  0.165
13 H -0.836 -3.161 -1.214  0.172
14 H 0.451 -1.634 -2.246  0.453
15 O -3.879 4.310 2.290  -0.928
16 H -4.619 3.783 2.003  0.466
17 H -3.331 4.365 1.553  0.462
18 O 3.051 5.065 -3.911  -0.950
19 H 3.446 4.560 -3.224  0.473
20 H 2.301 4.555 -4.360  0.478

Force components x, y, z for each atom (eV/Å):
-0.36 0.95 -0.98
-2.27 -1.49 -0.99
-3.01 1.77 1.92
4.15 -1.73 2.69
-1.70 0.74 0.55
-0.87 0.09 -0.61
1.43 -1.00 0.41
2.01 0.76 -0.37
0.37 0.58 0.56
1.60 -1.14 -0.63
1.27 0.86 0.80
-1.48 1.04 -1.97
-2.01 -1.07 -0.86
0.86 -0.37 -0.54
-1.16 0.01 1.99
-0.40 -0.23 -0.04
1.56 0.22 -1.95
-2.02 0.17 -2.09
0.15 -1.00 0.73
1.87 0.84 1.36

## Properties
frontier orbital gap	9.9	eV
E_HOMO	-0.343	Eh
total energy	-402.49052	a.u.
relative energy (zero: lowest compared OMol25 entry of this formula, charge and spin)	236.1	kJ/mol
SMILES	NCCCO.O.O
strongest force on any atom	5.24	eV/Å
spin multiplicity	1

***

C3H13NO3 | wB97M-V/def2-TZVPD

Last column: natural (NBO) charge in e.
Element x y z (Å)
1 C -2.523 -0.058 1.054  -0.150
2 C -2.171 0.329 -0.169  -0.027
3 N -1.113 -0.276 -0.811  -0.337
4 C -0.800 0.535 -2.089  -0.447
5 H -1.992 -0.874 1.646  0.216
6 H -3.468 0.255 1.412  0.236
7 H -2.907 1.067 -0.629  0.267
8 H -1.339 -1.366 -0.975  0.465
9 H -1.506 0.493 -2.896  0.252
10 H -0.796 1.603 -1.782  0.233
11 H 0.243 0.221 -2.373  0.271
12 H 1.553 1.384 1.417  0.459
13 H 0.495 1.796 0.516  0.437
14 O 1.417 1.930 0.598  -0.894
15 H 1.231 -1.183 1.674  0.484
16 H -0.120 -1.511 0.945  0.445
17 O 0.839 -1.497 0.827  -0.913
18 H 4.439 -1.650 0.159  0.471
19 H 3.942 -0.517 1.140  0.453
20 O 4.577 -0.683 0.335  -0.923

Force components x, y, z for each atom (eV/Å):
0.23 -2.69 1.99
-0.39 0.07 -0.88
-3.35 -0.20 -3.43
2.50 -0.08 1.61
-0.62 1.40 -0.76
-0.62 0.49 0.73
1.92 -0.40 0.02
1.57 2.75 0.79
-0.55 -0.89 -0.24
0.28 -0.76 0.00
-1.17 0.44 -0.04
0.46 0.92 -1.06
-1.68 0.17 -0.54
1.20 -0.99 1.62
-0.56 -0.48 -0.82
0.58 -0.11 0.41
0.15 0.40 0.62
0.28 1.30 0.19
1.98 -0.43 -2.36
-2.21 -0.88 2.14

## Properties
frontier orbital gap (alpha / beta)	9.0 / 5.1	eV
E_HOMO (alpha / beta)	-0.500 / -0.500	Eh
charge	+1
total energy	-402.16417	a.u.
relative energy (zero: lowest compared OMol25 entry of this formula, charge and spin)	324.0	kJ/mol
strongest force on any atom	4.80	eV/Å
<S²>	0.771
spin multiplicity	2

***

C3H13NO3 | wB97M-V/def2-TZVPD

Last column: natural (NBO) charge in e.
Element x y z (Å)
1 C -1.397 0.637 0.217  -0.350
2 C -0.090 0.537 1.043  0.052
3 C -0.443 1.282 2.422  -0.589
4 O 0.845 1.511 0.489  -0.734
5 N -1.363 -0.229 -0.934  -0.286
6 H -2.118 0.106 0.913  0.311
7 H -1.692 1.753 0.187  0.339
8 H 0.351 -0.446 1.160  0.201
9 H 0.563 1.475 2.829  0.234
10 H -0.931 2.168 2.251  0.222
11 H -0.930 0.490 2.936  0.213
12 H 1.762 1.279 0.895  0.500
13 H -0.402 -0.196 -1.183  0.417
14 H -1.892 -0.003 -1.780  0.434
15 H 1.615 -1.323 -1.983  0.497
16 H 1.527 0.056 -1.179  0.450
17 O 1.655 -0.318 -2.175  -0.921
18 H -0.032 -2.039 -0.466  0.432
19 H -0.202 -3.491 -0.678  0.489
20 O 0.437 -2.813 -0.746  -0.909

Force components x, y, z for each atom (eV/Å):
0.01 -1.43 2.08
-0.41 4.37 1.03
2.96 -4.17 -1.29
2.25 -2.19 -0.26
-0.10 4.01 -0.20
-0.19 0.78 -0.45
-0.11 -1.67 -0.86
-0.16 -0.34 0.02
-0.71 -0.01 0.35
-1.43 1.91 -0.32
-0.88 0.10 1.44
-2.22 0.87 -1.04
1.97 -1.52 -1.11
-0.89 -0.62 0.22
0.30 2.02 -0.70
1.00 -0.82 -3.41
-1.42 -1.11 4.40
-0.28 0.39 0.41
-0.95 -1.52 0.02
1.25 0.93 -0.33

## Properties
frontier orbital gap (alpha / beta)	11.4 / 5.3	eV
E_HOMO (alpha / beta)	-0.548 / -0.548	Eh
charge	+1
total energy	-402.15725	a.u.
relative energy (zero: lowest compared OMol25 entry of this formula, charge and spin)	342.2	kJ/mol
strongest force on any atom	5.27	eV/Å
<S²>	0.754
spin multiplicity	2